Entry from OMol25: C3H4Cl3CrO5Si as an isolated structure (wB97M-V/def2-TZVPD).

The geometry in XYZ format:
```
17
C3H4Cl3CrO5Si (wB97M-V/def2-TZVPD)
Cr -0.19 -0.51 -0.05
O -0.78 -1.69 3.67
C -0.58 -1.12 2.63
O -0.76 -1.63 1.43
C -0.05 0.36 2.59
O 0.12 1.01 3.59
O 0.16 0.80 1.36
C -0.48 2.32 -1.07
O 0.29 1.13 -1.33
H -0.15 3.12 -1.73
H -0.40 2.60 -0.02
H -1.51 2.07 -1.31
H 1.22 1.33 -1.17
Cl 0.03 -4.18 -2.41
Si 0.17 -2.17 -1.83
Cl 2.03 -2.14 -0.69
Cl 0.85 -1.30 -3.66
```

Properties
Multiplicity: 5
Energy above the lowest of the compared OMol25 structures with the same formula, charge and spin, kcal/mol: 11.9
⟨S²⟩: 6.019
HOMO (alpha / beta), Eh: -0.19429 / -0.21024
Total charge: -1

Here are the Mulliken charges for atoms 1 to 8, given in e: 0.62, -0.61, 0.68, -0.62, 0.60, -0.61, -0.66, -0.54